Here is a structure of composition C21H24BO3Ru in a non-equilibrium geometry from the Open Molecules 2025 dataset. Energies are from wB97M-V/def2-TZVPD.

Expectation value of S² = 6.037
Gap between HOMO and LUMO (alpha / beta) = 0.17365 / 0.24211 Eh
HOMO (alpha / beta) = -1.825 / -3.704 eV
LUMO (alpha / beta) = 2.9 / 2.9 eV
Spin multiplicity = 5
Net charge = -1
Calculated total energy = -31563.4973 eV

Geometry as XYZ:
```
50
C21H24BO3Ru | the Open Molecules 2025 dataset | wB97M-V/def2-TZVPD
Ru -0.066 0.829 0.262
C 1.783 1.023 1.307
C 2.167 0.181 0.217
C 2.221 0.902 -0.980
H 2.466 -0.909 0.330
C 1.726 2.213 -0.697
C 1.467 2.296 0.696
H 1.197 3.203 1.267
H 1.878 0.851 2.362
H 2.590 0.558 -1.929
H 1.604 3.020 -1.430
C -2.293 0.766 0.788
C -1.551 1.922 1.221
C -1.308 2.692 0.044
H -1.380 2.241 2.256
C -1.930 2.072 -1.067
C -2.508 0.880 -0.585
H -3.073 0.142 -1.213
H -2.722 -0.002 1.464
H -0.812 3.704 0.020
H -1.960 2.454 -2.077
O -0.201 -0.389 -1.726
C -0.381 0.186 -3.799
C 0.312 -1.167 -3.886
C 0.424 1.454 -3.949
C -1.868 0.208 -4.070
C 0.306 -1.516 -2.489
H 1.325 -1.116 -4.350
H -0.264 -1.902 -4.541
H -0.346 -2.406 -2.224
H 1.344 -1.760 -2.046
H 0.432 1.790 -5.010
H 1.445 1.286 -3.606
H -0.016 2.208 -3.328
H -2.074 0.049 -5.147
H -2.270 1.148 -3.749
H -2.340 -0.582 -3.495
O 0.668 -1.816 1.862
B -0.096 -0.595 1.784
O -0.820 -0.469 3.021
C -0.453 -1.531 3.814
C -0.575 -1.588 5.177
C 0.272 -2.468 5.859
C 1.178 -3.273 5.177
C 1.290 -3.239 3.770
C 0.454 -2.325 3.103
H -1.283 -0.933 5.694
H 0.220 -2.514 6.952
H 1.835 -3.948 5.724
H 1.986 -3.831 3.222
```

Now the Mulliken charges, all in e: Ru -0.050; C -0.770; C -0.414; C -0.049; H 0.198; C -0.424; C -1.009; H 0.523; H 0.666; H 0.612; H 0.411; C -1.074; C -0.486; C -0.848; H 0.515; C -0.219; C -0.111; H 0.243; H 0.518; H 0.474; H 0.682; O 0.003; C 1.255; C -1.004; C -1.269; C -1.445; C -0.737; H 0.256; H 0.311; H 0.276; H 0.119; H 0.418; H 0.283; H 0.024; H 0.375; H 0.282; H 0.297; O -0.226; B 0.833; O -0.475; C 0.520; C -0.765; C -0.409; C -0.406; C -1.106; C 0.652; H 0.410; H 0.322; H 0.333; H 0.485


Here is a structure of composition C21H24BrMnN3O6S in a non-equilibrium geometry from the Open Molecules 2025 dataset. Energies are from wB97M-V/def2-TZVPD.

Expectation value of S² = 0.844
Gap between HOMO and LUMO (alpha / beta) = 0.29857 / 0.28070 Eh
HOMO (alpha / beta) = -7.706 / -7.265 eV
LUMO (alpha / beta) = 0.4 / 0.4 eV
Spin multiplicity = 2
Calculated total energy = -151120.2685 eV

Geometry as XYZ:
```
57
C21H24BrMnN3O6S | the Open Molecules 2025 dataset | wB97M-V/def2-TZVPD
Mn -0.253 0.343 1.606
O -0.957 4.327 3.198
C -1.222 3.276 2.410
O -0.352 2.508 2.081
C -2.683 3.301 1.994
O -3.122 2.207 1.256
C -3.638 1.109 2.011
C -2.447 0.280 2.447
O -2.056 -0.670 1.696
O -1.779 0.662 3.433
H -0.013 4.275 3.415
H -2.781 4.186 1.357
H -3.281 3.477 2.894
H -4.283 0.550 1.339
H -4.199 1.466 2.879
C 1.818 -1.823 -4.020
C 0.823 -2.641 -3.213
N 1.038 -2.560 -1.763
C 1.748 -3.668 -1.129
C 3.253 -3.457 -1.055
C 0.606 -1.489 -1.070
S 0.947 -1.430 0.610
N -0.048 -0.585 -1.828
C -0.404 0.594 -1.351
O -0.152 1.092 -0.222
C -1.162 1.475 -2.304
C -1.594 2.725 -1.875
C -2.298 3.554 -2.733
C -2.577 3.137 -4.028
C -2.149 1.890 -4.461
C -1.443 1.061 -3.602
H 1.591 -1.902 -5.085
H 2.841 -2.169 -3.868
H 1.759 -0.774 -3.735
H 0.890 -3.697 -3.476
H -0.189 -2.305 -3.426
H 1.517 -4.566 -1.705
H 1.342 -3.802 -0.128
H 3.695 -3.365 -2.048
H 3.727 -4.303 -0.553
H 3.478 -2.553 -0.490
H -1.371 3.022 -0.859
H -2.631 4.527 -2.394
H -3.130 3.784 -4.698
H -2.367 1.562 -5.469
H -1.099 0.087 -3.921
Br 3.023 1.519 2.136
C 2.469 0.003 3.109
C 3.431 -0.850 3.626
C 2.996 -1.976 4.297
C 1.633 -2.195 4.444
C 0.759 -1.276 3.903
N 1.166 -0.186 3.233
H 4.480 -0.635 3.487
H 3.715 -2.678 4.699
H 1.251 -3.065 4.958
H -0.316 -1.376 3.992
```

Now the Mulliken charges, all in e: Mn 0.644; O -0.526; C 0.615; O -0.184; C -0.769; O -0.297; C -0.787; C 1.121; O -0.703; O -0.617; H 0.402; H 0.379; H 0.394; H 0.360; H 0.377; C -1.062; C -0.624; N 0.182; C -0.894; C -0.912; C 0.394; S -0.108; N -0.242; C 0.229; O -0.859; C 0.334; C -0.094; C -0.807; C -0.322; C -0.740; C -0.102; H 0.348; H 0.330; H 0.248; H 0.395; H 0.377; H 0.387; H 0.464; H 0.286; H 0.375; H 0.237; H 0.242; H 0.390; H 0.380; H 0.408; H 0.366; Br -0.095; C 0.326; C -0.595; C -0.247; C -0.801; C -0.133; N -0.158; H 0.415; H 0.401; H 0.434; H 0.438


Here is a structure of composition C21H24Cl3FeGeN5OS2 in a non-equilibrium geometry from the Open Molecules 2025 dataset. Energies are from wB97M-V/def2-TZVPD.

Expectation value of S² = 1.214
Gap between HOMO and LUMO (alpha / beta) = 0.21740 / 0.29074 Eh
HOMO (alpha / beta) = -11.465 / -11.485 eV
LUMO (alpha / beta) = -5.5 / -3.6 eV
Spin multiplicity = 2
Net charge = +1
Calculated total energy = -181803.8568 eV

Geometry as XYZ:
```
58
C21H24Cl3FeGeN5OS2 | the Open Molecules 2025 dataset | wB97M-V/def2-TZVPD
Fe 0.504 -1.287 -1.010
C 5.744 -1.599 -0.504
N 4.793 -1.624 0.573
C 5.082 -1.859 1.884
C 3.922 -1.811 2.575
N 2.896 -1.546 1.682
C 3.461 -1.449 0.435
S 2.806 -1.086 -1.078
C 1.552 -1.482 2.092
C 1.260 -1.185 3.427
C -0.050 -1.264 3.859
C -1.039 -1.634 2.957
C -0.668 -1.853 1.646
N 0.592 -1.766 1.213
H 6.749 -1.609 -0.089
H 5.600 -0.703 -1.106
H 5.599 -2.470 -1.145
H 6.079 -2.045 2.230
H 3.760 -1.987 3.617
H 2.038 -0.890 4.114
H -0.295 -1.054 4.888
H -2.063 -1.747 3.272
H -1.391 -2.151 0.898
C -3.901 1.835 0.348
C -4.151 1.532 -1.127
N -3.511 0.309 -1.580
C -4.317 -0.874 -1.787
C -4.565 -1.628 -0.482
C -2.197 0.331 -1.737
S -1.370 -1.076 -2.375
N -1.551 1.454 -1.550
C -0.345 1.624 -1.037
O 0.223 0.737 -0.343
C 0.255 2.956 -1.209
C 1.639 3.097 -1.136
C 2.209 4.351 -1.250
C 1.406 5.467 -1.422
C 0.030 5.326 -1.509
C -0.549 4.076 -1.419
H -4.364 2.787 0.595
H -2.835 1.911 0.550
H -4.333 1.066 0.985
H -3.752 2.353 -1.730
H -5.220 1.439 -1.317
H -3.798 -1.525 -2.495
H -5.262 -0.557 -2.235
H -3.617 -1.875 -0.008
H -5.096 -2.551 -0.695
H -5.159 -1.040 0.213
H 2.251 2.217 -0.999
H 3.281 4.463 -1.201
H 1.853 6.446 -1.494
H -0.589 6.199 -1.645
H -1.619 3.959 -1.482
Cl 0.799 -5.278 -2.852
Ge 0.381 -3.988 -1.140
Cl -1.270 -5.017 -0.090
Cl 2.116 -4.428 0.223
```

Now the Mulliken charges, all in e: Fe 0.127; C -0.873; N 0.276; C -0.731; C -0.364; N 0.448; C 0.118; S -0.325; C 0.597; C -0.944; C -0.601; C -0.996; C 0.353; N 0.656; H 0.309; H 0.363; H 0.359; H 0.436; H 0.486; H 0.455; H 0.451; H 0.479; H -0.127; C -1.000; C -0.632; N 0.082; C -0.854; C -0.533; C 0.752; S -0.418; N -0.265; C 0.293; O -0.583; C 0.542; C -0.372; C -0.656; C -0.419; C -0.706; C -0.193; H 0.381; H 0.231; H 0.305; H 0.387; H 0.406; H 0.421; H 0.415; H -0.130; H 0.412; H 0.308; H 0.422; H 0.413; H 0.403; H 0.412; H 0.408; Cl -0.305; Ge 0.764; Cl -0.305; Cl -0.338


Here is a cluster of 8 separate species, C21H24F5N3O15 in total in a non-equilibrium geometry from the Open Molecules 2025 dataset. Energies are from wB97M-V/def2-TZVPD.

Gap between HOMO and LUMO = 0.39841 Eh
HOMO = -10.639 eV
LUMO = 0.2 eV
SMILES string = O=C1OC[C@@H](F)O1.O=C1OC[C@@H](F)O1.O=C1OC[C@@H](F)O1.O=C1OC[C@@H](F)O1.O=C1OC[C@@H](F)O1.CC#N.CC#N.CC#N
Calculated total energy = -70934.1829 eV

Geometry as XYZ:
```
68
C21H24F5N3O15 | the Open Molecules 2025 dataset | wB97M-V/def2-TZVPD
O 0.248 2.269 -1.310
C -0.130 2.839 -2.328
O -1.059 2.377 -3.163
C -0.942 3.044 -4.380
C -0.361 4.415 -3.902
F -1.318 5.269 -3.643
O 0.227 4.030 -2.744
H -0.285 2.577 -5.114
H -1.897 3.182 -4.886
H 0.381 4.860 -4.564
O -6.442 -0.378 0.554
C -5.259 -0.461 0.890
O -4.723 -1.583 1.360
C -3.309 -1.499 1.618
C -3.236 0.038 1.575
F -2.149 0.417 0.869
O -4.338 0.463 0.803
H -3.058 -1.890 2.604
H -2.663 -1.985 0.886
H -3.241 0.527 2.549
O 2.384 -4.945 6.630
C 2.403 -4.120 5.666
O 2.089 -4.400 4.465
C 2.077 -3.257 3.661
C 2.303 -2.132 4.590
F 1.084 -1.519 4.593
O 2.577 -2.782 5.819
H 2.897 -3.358 2.950
H 1.182 -3.123 3.053
H 3.066 -1.413 4.290
O -1.954 -1.277 -1.743
C -2.956 -0.967 -2.360
O -3.837 -0.044 -2.052
C -5.021 -0.134 -2.876
C -4.829 -1.458 -3.494
F -5.198 -1.420 -4.787
O -3.442 -1.709 -3.434
H -5.934 -0.074 -2.284
H -5.014 0.617 -3.667
H -5.437 -2.207 -2.987
O 4.108 -1.407 1.457
C 2.924 -1.006 1.253
O 2.150 -1.283 0.102
C 1.257 -0.246 -0.077
C 0.989 0.185 1.392
F 0.069 -0.658 1.966
O 2.343 -0.082 1.928
H 1.820 0.473 -0.673
H 0.388 -0.591 -0.639
H 0.762 1.239 1.553
C 6.263 0.653 -0.793
C 5.589 1.863 -0.349
N 5.028 2.823 0.047
H 5.898 0.243 -1.734
H 6.154 -0.135 -0.049
H 7.313 0.827 -1.030
C 3.936 -2.952 -2.174
C 3.700 -1.554 -2.580
N 3.490 -0.480 -2.862
H 4.801 -3.160 -1.543
H 4.072 -3.554 -3.072
H 3.063 -3.362 -1.667
C -2.311 4.075 2.621
C -0.931 3.718 2.719
N 0.188 3.338 2.849
H -2.516 4.531 1.653
H -2.704 4.646 3.462
H -2.726 3.071 2.532
```

Now the Mulliken charges, all in e: O -0.525; C 0.544; O -0.210; C -0.454; C 0.262; F -0.285; O -0.332; H 0.304; H 0.299; H 0.326; O -0.618; C 0.667; O -0.386; C -0.267; C 0.202; F -0.099; O -0.300; H 0.336; H 0.193; H 0.315; O -0.601; C 0.543; O -0.329; C -0.204; C 0.569; F -0.285; O -0.346; H 0.174; H 0.177; H 0.304; O -0.567; C 0.702; O -0.323; C -0.362; C 0.353; F -0.307; O -0.335; H 0.240; H 0.271; H 0.278; O -0.678; C 0.567; O -0.305; C -0.269; C 0.716; F -0.294; O -0.297; H 0.336; H 0.260; H -0.006; C -0.613; C 0.444; N -0.478; H 0.146; H 0.157; H 0.354; C -0.827; C 0.485; N -0.451; H 0.276; H 0.362; H 0.206; C -0.454; C 0.398; N -0.478; H 0.250; H 0.324; H -0.056